Entry 1:
This record from OMol25 describes a 4-piece molecular cluster, C2H12NO4 overall at a distorted geometry. The level of theory is the ωB97M-V functional and the def2-TZVPD basis.

Last column: Löwdin charge in e.
Cartesian coordinates (Å):
1 H -1.647 0.938 1.818  0.07
2 C -1.725 0.284 0.941  -0.14
3 H -0.270 0.398 -3.135  -0.11
4 H -2.338 0.818 0.200  0.08
5 H 0.536 1.666 1.163  0.11
6 H 0.836 -0.277 2.272  0.00
7 H -2.174 -0.612 1.378  0.07
8 H 1.463 0.558 -0.015  0.13
9 O 0.116 1.911 -0.802  -0.10
10 H 1.167 -2.995 -2.832  0.00
11 C 0.521 1.062 0.239  -0.34
12 O 1.023 -2.615 -1.959  -0.16
13 O 1.216 -0.186 3.166  -0.09
14 H 0.497 0.211 3.680  0.02
15 H -0.273 -0.689 -0.234  0.09
16 N -0.380 -0.041 0.543  -0.13
17 O 0.321 -0.158 -2.623  -0.46
18 H 0.505 1.470 -1.589  0.03
19 H 0.605 -1.741 -2.212  -0.05

Properties
- E_LUMO: 3.64 eV
- Energy relative to the best compared isomer or geometry (same formula, charge and spin): 18.38 kcal/mol
- Charge: -1
- DFT total energy: -439.13254 a.u.
- HOMO level: -4.101 eV
- Gap between HOMO and LUMO: 7.7 eV

=====

Entry 2:
This record from OMol25 describes C38H42Br2HgN2OPTe as an isolated structure. The level of theory is the ωB97M-V functional and the def2-TZVPD basis.

Last column: Löwdin charge in e.
Cartesian coordinates (Å):
1 C -3.760 -2.505 0.584  -0.11
2 H 1.595 -2.923 0.588  0.05
3 P -1.043 -1.806 0.827  1.06
4 H 1.030 5.604 -1.301  0.08
5 H 1.395 -4.557 -0.083  0.07
6 C -1.410 -0.126 -3.911  -0.21
7 C 4.794 0.249 4.422  -0.22
8 H 0.526 6.271 -5.488  0.09
9 C -2.142 1.844 -2.713  -0.22
10 C -1.397 -2.157 2.660  -0.54
11 H -0.534 -1.420 4.513  0.07
12 C 3.489 0.548 4.109  -0.61
13 C -1.999 2.582 -3.874  -0.03
14 H -2.341 -1.621 2.828  0.10
15 H -0.271 -3.027 -1.024  0.09
16 C 2.305 3.882 -3.893  -0.18
17 H -0.895 2.232 -7.079  0.06
18 C -4.152 -0.987 -1.685  -0.04
19 Te 2.962 3.151 -1.001  0.54
20 C 5.328 -1.407 -0.078  -0.03
21 H 3.137 -2.738 -1.511  0.07
22 H -6.122 -1.806 -1.709  0.10
23 C 3.264 -1.655 -1.498  -0.05
24 H -1.923 -2.188 -3.595  0.07
25 Br 2.364 1.300 5.460  0.67
26 H -0.958 -5.323 -0.767  0.07
27 H -2.329 -4.145 2.730  0.04
28 C 0.955 5.699 -4.674  -0.13
29 C -1.276 0.641 -5.053  -0.04
30 C -2.859 -0.959 -1.078  -0.36
31 H 3.855 -1.382 -2.371  0.07
32 C 3.761 -0.296 1.865  -0.14
33 C 2.051 4.215 -2.568  -0.73
34 H 0.072 6.909 -3.142  0.09
35 C 1.761 4.602 -4.936  -0.13
36 H -2.216 3.646 -3.855  0.11
37 H 5.174 0.435 5.419  0.08
38 C 1.240 5.318 -2.323  -0.18
39 C -0.306 -1.434 3.445  -0.16
40 C -1.383 2.821 -6.303  -0.07
41 H -0.614 -4.130 3.147  0.06
42 C -1.545 -3.572 3.218  -0.13
43 C -2.702 -1.762 0.097  -0.34
44 C 0.943 -3.793 0.555  -0.13
45 O 1.732 0.755 2.590  -0.19
46 C -5.161 -1.777 -1.201  -0.09
47 Br 7.448 -0.605 3.891  0.65
48 H 0.656 -1.925 3.303  0.07
49 H -2.786 3.561 -1.602  0.07
50 C -2.547 2.511 -1.435  -0.06
51 C 5.135 -0.548 2.157  -0.21
52 C -1.846 0.463 -2.707  -0.28
53 C -1.562 1.999 -5.057  -0.30
54 H -3.401 2.003 -0.987  0.07
55 C 5.914 -1.082 1.113  -0.05
56 H -0.199 -0.411 3.091  0.04
57 H 2.280 -1.191 -1.551  0.03
58 H -2.343 -4.282 -0.422  0.06
59 H -1.723 2.456 -0.714  0.03
60 C 0.701 6.054 -3.358  -0.12
61 H -0.766 3.695 -6.093  0.05
62 H -0.265 -1.773 -3.189  0.06
63 H 5.913 -1.807 -0.894  0.10
64 C 3.946 -1.216 -0.239  -0.35
65 C -0.419 -3.390 0.005  -0.53
66 H -1.799 -3.504 4.279  0.07
67 H -4.308 -0.387 -2.574  0.10
68 N -1.842 -0.279 -1.555  0.01
69 H 2.948 3.040 -4.111  0.08
70 H 6.976 -1.224 1.261  0.06
71 H -1.481 -5.073 0.900  0.06
72 H -5.693 -4.192 1.153  0.06
73 H -0.745 -1.918 -4.896  0.06
74 N 3.218 -0.657 0.700  0.13
75 C -1.363 -4.588 -0.067  -0.12
76 H -6.838 -2.852 1.028  0.06
77 H -0.924 0.175 -5.968  0.10
78 H 0.854 -4.210 1.557  0.06
79 C -6.095 -3.436 0.475  -0.09
80 H -2.341 3.175 -6.694  0.07
81 C 5.613 -0.266 3.442  -0.65
82 Hg 0.714 0.857 -0.124  0.63
83 C -4.992 -2.554 -0.052  -0.33
84 C 2.887 0.376 2.832  -0.48
85 C -1.066 -1.588 -3.907  -0.05
86 H -3.632 -3.093 1.483  0.08
87 H -6.613 -3.951 -0.337  0.06
88 H 1.960 4.306 -5.959  0.09

Properties
- E_LUMO (alpha / beta): 3.91 / 3.65 eV
- Charge: -2
- DFT total energy: -7568.85672 a.u.
- HOMO level (alpha / beta): -1.231 / -1.439 eV
- 2S+1: 2
- Gap between HOMO and LUMO (alpha / beta): 5.1 / 5.1 eV

=====

Entry 3:
This record from OMol25 describes C5H10FINZn as an isolated structure at a distorted geometry. The level of theory is the ωB97M-V functional and the def2-TZVPD basis.

Last column: Löwdin charge in e.
Cartesian coordinates (Å):
1 H -2.535 1.053 1.136  0.15
2 F -3.078 1.432 -0.747  0.04
3 I 0.569 -2.989 0.507  1.05
4 H -2.759 -1.058 -0.731  0.15
5 H 1.763 -0.049 -1.326  -0.07
6 C -2.184 0.924 0.113  -0.14
7 C -1.961 -0.627 -0.132  -0.16
8 H 2.141 1.944 -0.249  0.09
9 H -1.228 1.439 0.015  0.12
10 H 2.486 -0.827 0.091  0.05
11 Zn 2.289 -1.753 -2.584  0.46
12 H 0.848 1.524 0.897  0.06
13 H 0.019 -0.429 1.163  0.10
14 H -1.996 -1.109 0.849  0.12
15 C 1.789 1.201 0.459  -0.06
16 C 0.337 -0.856 0.204  -0.81
17 N -0.683 -0.769 -0.704  0.15
18 H 2.514 1.137 1.267  0.09
19 C 1.667 -0.189 -0.228  -0.38

Properties
- E_LUMO: -8.21 eV
- Energy relative to the best compared isomer or geometry (same formula, charge and spin): 0.00 kcal/mol
- Charge: +1
- DFT total energy: -2427.71029 a.u.
- HOMO level: -11.300 eV
- Gap between HOMO and LUMO: 3.1 eV